{"formula": "C7H13N", "method": "ωB97M-V/def2-TZVPD", "species": ["C", "C", "C", "C", "C", "N", "C", "C", "H", "H", "H", "H", "H", "H", "H", "H", "H", "H", "H", "H", "H"], "coordinates": [[0.0884, -0.5804, -0.2760], [1.2599, -1.4154, -0.1854], [-0.4103, -0.6892, 1.1321], [-2.2945, 1.3147, 0.6757], [1.6990, -2.2361, -1.3643], [-0.8717, 1.0959, 0.9724], [0.0189, 1.0514, -0.1967], [0.8073, 2.0578, -0.5442], [-0.5513, 1.6887, 1.7335], [-0.6367, -0.9262, -1.0174], [2.0595, -1.0509, 0.4567], [0.3016, -0.6193, 1.9463], [-1.2757, -1.3059, 1.3561], [-2.4588, 2.2964, 0.2269], [-2.6141, 0.5485, -0.0291], [-2.8759, 1.2240, 1.5931], [2.3681, -3.0471, -1.0629], [2.2421, -1.6613, -2.1354], [0.8405, -2.6945, -1.8684], [0.7601, 3.0430, -0.0899], [1.5435, 1.9060, -1.3233]], "forces_ev_per_angstrom": [[-0.2, 0.9, 0.9], [0.1, -0.2, -0.3], [0.2, -0.6, -0.4], [0.2, 0.1, -0.1], [0.1, -0.1, -0.1], [-0.5, 0.7, -0.2], [0.4, -0.4, 0.6], [-0.3, -0.2, -0.1], [0.0, -0.1, -0.2], [0.0, -0.1, 0.1], [-0.1, 0.0, 0.1], [0.2, 0.0, -0.3], [0.0, 0.0, 0.0], [0.0, 0.0, 0.0], [0.0, 0.0, 0.0], [0.0, 0.0, 0.0], [-0.1, 0.0, 0.0], [0.0, 0.0, 0.0], [0.0, 0.0, 0.0], [0.0, -0.1, 0.0], [0.0, 0.0, 0.0]], "mulliken_charge": [0.389, -0.418, -0.620, -0.868, -1.158, -0.071, -0.065, -0.846, 0.314, 0.187, 0.225, 0.324, 0.272, 0.296, 0.313, 0.333, 0.339, 0.233, 0.297, 0.245, 0.280], "gap_ha": [0.22570, 0.22564], "charge": 0, "de_lowest_kcal_mol": 129.78, "lumo_ev": [0.6, 0.6]}